A 3-piece molecular cluster, C26H47ClF3N3O6 overall, computed with ωB97M-V with the def2-TZVPD basis set.

Properties
Expectation value of S²: 2.0082
Calculated total energy: -2394.3156 Ha
Orbital gap (alpha / beta): 8.03 / 9.25 eV

```
! wB97M-V def2-TZVPD RIJCOSX def2/J DEFGRID3
* xyz 0 3
C 3.4957 -1.6427 -1.8725
O 2.4525 -0.7648 -1.4697
C 2.8978 0.4988 -1.0394
C 1.7237 1.1797 -0.3658
Cl 1.7220 0.8400 1.3975
O 1.7986 2.5702 -0.5458
C 0.5326 3.0652 -0.4686
O 0.2716 4.2103 -0.3839
O -0.3679 2.0453 -0.4992
C 0.3294 0.8678 -0.9567
N 0.4272 1.0196 -2.3901
C -0.3463 -0.4227 -0.4723
C -1.6571 -0.2668 0.2986
C -2.8625 -0.2913 -0.6052
F -2.6448 0.3841 -1.7597
F -3.1832 -1.5574 -0.9609
F -3.9465 0.2457 -0.0243
H 3.2706 -2.0264 -2.8664
H 3.5672 -2.4745 -1.1711
H 4.4587 -1.1309 -1.9051
H 3.7203 0.4054 -0.3271
H 3.2271 1.1263 -1.8739
H -0.5007 1.2197 -2.7496
H 0.7639 0.1627 -2.8129
H -0.5182 -1.0384 -1.3530
H 0.3549 -0.9685 0.1499
H -1.6876 0.6416 0.8957
H -1.7697 -1.1110 0.9775
C 2.7703 -6.9737 2.0415
C 3.1673 -5.7348 1.2145
C 2.3535 -5.6400 -0.0825
C 2.7411 -6.6838 -1.1261
C 4.2395 -6.6361 -1.4150
C 5.0978 -6.7759 -0.1528
N 4.6220 -5.7534 0.8405
O 5.1047 -4.5933 0.6321
C 5.0235 -8.2028 0.3982
C 6.5595 -6.4808 -0.4675
C 2.9185 -4.4987 2.0702
H 2.0845 -6.6757 2.8337
H 2.2671 -7.7357 1.4474
H 3.6352 -7.4285 2.5194
H 2.5039 -4.6424 -0.5083
H 1.2939 -5.7226 0.1733
H 2.4470 -7.6843 -0.7979
H 2.1878 -6.4936 -2.0476
H 4.5236 -7.4283 -2.1123
H 4.4824 -5.6833 -1.8956
H 5.5340 -8.2722 1.3594
H 5.5328 -8.8653 -0.3024
H 4.0110 -8.5766 0.5168
H 6.6830 -5.5093 -0.9371
H 6.9316 -7.2499 -1.1462
H 7.1612 -6.4999 0.4417
H 3.5215 -4.5219 2.9787
H 1.8648 -4.4817 2.3544
H 3.1483 -3.5822 1.5336
C -4.6115 7.9327 -0.6519
C -5.4152 7.0742 0.3442
C -4.9737 7.3256 1.7918
C -3.6010 6.7467 2.1230
C -3.5399 5.2605 1.7806
C -3.9233 4.9671 0.3258
N -5.2570 5.6073 0.0642
O -6.2409 4.9053 0.4658
C -2.8296 5.4565 -0.6239
C -4.0697 3.4673 0.1119
C -6.8902 7.4282 0.1885
H -5.1980 8.8076 -0.9316
H -3.6702 8.2914 -0.2373
H -4.3935 7.3834 -1.5651
H -5.7166 6.8755 2.4576
H -4.9932 8.4041 1.9714
H -2.8140 7.2912 1.5947
H -3.4016 6.8832 3.1877
H -2.5352 4.8659 1.9536
H -4.2217 4.7123 2.4387
H -3.1450 5.3607 -1.6646
H -1.9435 4.8404 -0.4780
H -2.5254 6.4856 -0.4527
H -4.7699 3.0218 0.8126
H -3.0893 3.0062 0.2456
H -4.4159 3.2509 -0.8996
H -7.2360 7.2031 -0.8214
H -7.0061 8.4991 0.3651
H -7.5137 6.8858 0.8931
*
```

A 2-piece molecular cluster, C3H4NO overall, computed with ωB97M-V with the def2-TZVPD basis set.

Properties
Relative energy (zero: lowest compared OMol25 entry of this formula, charge and spin): 68.1 kcal/mol
Calculated total energy: -246.2836 Ha
Orbital gap (alpha / beta): 9.41 / 9.41 eV

```
! wB97M-V def2-TZVPD RIJCOSX def2/J DEFGRID3
* xyz 1 1
C -0.2365 1.5709 0.0471
C -1.1305 -1.0169 -0.0450
C 1.1287 -0.3658 0.0038
N 0.6895 0.8472 0.0278
O -1.6700 0.0002 0.0252
H -0.5564 2.5855 0.0253
H -1.2559 -2.0751 0.0816
H 1.6867 -0.7767 0.8215
H 1.3445 -0.7693 -0.9873
*
```

A 2-piece molecular cluster, C9H11O3 overall, computed with ωB97M-V with the def2-TZVPD basis set.

Properties
Relative energy (zero: lowest compared OMol25 entry of this formula, charge and spin): 24.8 kcal/mol
Expectation value of S²: 0.7507
Calculated total energy: -575.1668 Ha
Orbital gap (alpha / beta): 1.94 / 6.25 eV

```
! wB97M-V def2-TZVPD RIJCOSX def2/J DEFGRID3
* xyz -2 2
C -1.8470 1.8638 -2.5558
C 0.8775 0.9348 0.7929
C -0.2710 1.7833 1.0052
C 0.8819 0.2580 -0.4291
C -1.1399 1.9702 -0.0461
C -0.0921 0.3756 -1.4561
C -1.1033 1.3565 -1.3064
O 1.8219 0.6008 1.6290
H 2.0671 -0.9913 1.6368
H -0.0314 2.5349 1.7880
H 1.8008 -0.2953 -0.5472
H -1.8079 2.8179 0.0258
H -0.0630 -0.0668 -2.4592
H -1.2025 1.7617 -3.4715
H -2.2316 2.8889 -2.4037
H -2.6290 1.1053 -2.6760
C 0.1079 -2.6062 1.7495
C 1.4458 -2.8438 1.0850
O 2.3767 -1.9695 1.4255
O 1.7199 -3.8869 0.5372
H 0.0100 -3.2917 2.6485
H -0.7218 -2.8675 1.1621
H 0.0311 -1.4328 1.8657
*
```

One molecule with the formula C19H20ClNOSi, computed with ωB97M-V with the def2-TZVPD basis set.

Properties
SMILES: C[Si](C)(C)C1=C2c3nc4ccccc4cc3[C@@H](Cl)C[C@H]2CC1=O
Calculated total energy: -1615.6777 Ha
Orbital gap: 8.09 eV

```
! wB97M-V def2-TZVPD RIJCOSX def2/J DEFGRID3
* xyz 0 1
O -3.5654 -2.6855 -0.3547
Cl 2.8347 -1.3521 -2.7072
N 0.0263 1.4052 0.2388
C -2.7139 -1.9897 -0.9037
C -0.9316 -0.4931 -0.9945
C -1.7486 -1.1904 -0.1865
C 0.1495 0.4719 -0.6905
C 2.1592 3.9811 1.8783
C 3.3818 3.7093 1.2818
C 1.2928 0.4038 -1.5088
C 1.1124 3.1302 1.6500
C 3.4832 2.8221 0.2311
C 2.4436 1.1982 -1.2566
C 1.1499 2.1837 0.5760
C 2.3824 2.0857 -0.1624
C -2.3713 -1.9429 -2.4295
C 1.3378 -0.3699 -2.7698
C 0.1318 -1.1438 -3.1768
C -1.2709 -0.7883 -2.4382
C -1.8843 0.2681 2.2712
C -2.6302 -2.6542 2.4388
C 0.3136 -1.8086 1.8747
Si -1.4959 -1.3796 1.6113
H 2.0781 4.6978 2.6819
H 4.1878 4.4263 1.5965
H 0.3054 3.0135 2.3448
H 4.3962 2.6601 -0.2815
H 3.2191 1.2497 -1.9934
H -3.2111 -1.8114 -3.0682
H -1.9217 -2.9441 -2.7051
H 1.4718 0.4580 -3.5305
H -0.0743 -0.9885 -4.2394
H 0.2657 -2.2126 -3.0147
H -1.6098 0.1716 -2.9593
H -2.7081 0.1447 3.0060
H -2.1492 0.9452 1.5045
H -1.0912 0.6053 2.8992
H -3.0216 -2.3289 3.3816
H -3.4830 -2.7093 1.7773
H -2.0325 -3.5669 2.3170
H 0.8159 -1.0536 1.2785
H 0.4460 -2.8928 1.6072
H 0.5296 -1.7256 2.9248
*
```

One molecule with the formula C6H10O, computed with ωB97M-V with the def2-TZVPD basis set.

Properties
Relative energy (zero: lowest compared OMol25 entry of this formula, charge and spin): 96.4 kcal/mol
Calculated total energy: -309.6887 Ha
Orbital gap: 8.64 eV

```
! wB97M-V def2-TZVPD RIJCOSX def2/J DEFGRID3
* xyz 0 1
C -2.5915 -0.2946 0.7722
C -1.6146 -0.2077 -0.3170
C -0.2881 -0.7984 0.0213
C 0.8397 0.1917 -0.2428
C 2.2398 -0.2729 0.0790
C 0.6442 1.2903 -1.1896
O 0.5182 1.5058 0.2168
H -3.6323 -0.3123 0.4355
H -2.4346 0.7297 1.1745
H -2.4130 -0.9988 1.6017
H -0.1739 -1.2097 1.0430
H -0.1970 -1.6494 -0.6776
H 2.5600 -1.0584 -0.6152
H 2.3026 -0.6700 1.0984
H 2.9336 0.5690 -0.0038
H -0.2860 1.3425 -1.7489
H 1.5203 1.7562 -1.6408
*
```

A 2-piece molecular cluster, C10H17N2O4P overall, computed with ωB97M-V with the def2-TZVPD basis set.

Properties
Relative energy (zero: lowest compared OMol25 entry of this formula, charge and spin): 140.2 kcal/mol
Calculated total energy: -1142.7622 Ha
Orbital gap: 3.08 eV

```
! wB97M-V def2-TZVPD RIJCOSX def2/J DEFGRID3
* xyz 0 1
C -1.2737 2.2808 1.2669
C -0.2186 1.8140 0.1664
O -0.7173 2.2969 -1.0989
C -0.1040 0.2530 0.0040
N 0.5020 -0.4653 1.1542
C 0.8989 0.1113 2.3290
C 1.4625 -0.6264 3.4671
C 1.6371 -2.0850 3.3428
C 1.2357 -2.6966 2.0604
C 0.6717 -1.8597 0.9908
P 0.2264 -2.7964 -0.5927
C -1.5990 -2.6509 -0.9926
C 1.3262 -2.2464 -2.0059
H -0.7083 2.8588 2.0596
H -1.8046 1.4324 1.7751
H -2.0218 3.0120 0.8440
H 0.7686 2.3407 0.3033
H -1.6744 2.0998 -1.0511
H -1.1460 -0.1234 -0.2135
H 0.5825 0.0774 -0.8752
H 0.8077 1.2194 2.4793
H 1.7628 -0.1454 4.4237
H 2.0684 -2.7333 4.1375
H 1.3601 -3.7901 1.9005
H -1.9661 -3.6651 -1.2940
H -1.7638 -1.9417 -1.8595
H -2.1901 -2.2850 -0.1018
H 0.9101 -1.4363 -2.6583
H 2.2708 -1.8345 -1.5324
H 1.6542 -3.1595 -2.5724
N -0.7390 4.1883 -3.9660
O -1.6451 3.3834 -4.2768
O -0.9692 5.0979 -3.1437
O 0.3956 4.0747 -4.4697
*
```

C19H18IN3O2S2Tc as an isolated structure, computed with ωB97M-V with the def2-TZVPD basis set.

Properties
Expectation value of S²: 3.7810
Calculated total energy: -2223.6925 Ha
Orbital gap (alpha / beta): 6.18 / 4.30 eV

```
! wB97M-V def2-TZVPD RIJCOSX def2/J DEFGRID3
* xyz 2 4
C 1.8281 2.2680 0.2332
C 2.8896 0.9205 -1.0989
H 2.2780 3.1398 -0.2788
H 2.4901 1.9501 1.0700
H 0.8242 2.5097 0.5794
H 2.8506 1.0109 -2.1713
H 3.6476 1.7546 -0.8154
H 3.3543 0.0487 -0.6525
C -2.5383 0.5981 -0.8392
C -3.8475 0.5277 -1.3538
C -4.0937 -0.1096 -2.5522
C -3.0030 -0.7056 -3.1463
H -2.3078 1.1029 0.1162
H -4.6240 1.0157 -0.7874
H -5.0715 -0.1432 -2.9840
H -3.0971 -1.1915 -4.0940
N -1.4270 0.1269 -1.4659
C -1.7028 -0.6154 -2.5880
C -0.4961 -1.2611 -3.1595
N 0.7006 -0.8660 -2.6081
C 1.7732 -1.5876 -3.0162
C 0.5272 -2.9161 -4.5895
C 1.7355 -2.6018 -3.9917
H 2.7078 -1.3291 -2.5198
H 2.6656 -3.1010 -4.2363
C -0.6007 -2.2369 -4.1741
H -1.5889 -2.4418 -4.5735
H 0.4631 -3.6762 -5.3498
Tc 0.8910 0.8981 -0.8230
I 0.2674 2.6547 -2.6567
O -2.4396 1.9198 2.8690
S -0.9787 1.9217 2.8422
O -0.2566 3.1663 2.8152
N -0.3916 0.9035 1.4895
C 0.2444 -0.1503 1.9679
S 1.0674 -0.9257 0.7014
C 0.3155 -0.3176 3.4188
C 1.0365 -1.2349 4.1990
C 1.0697 -1.0566 5.5889
C 0.4488 0.0493 6.1899
C -0.2398 0.9943 5.4185
C -0.2819 0.7832 4.0450
H 1.5357 -2.0566 3.6825
H 1.6084 -1.7864 6.2015
H 0.5023 0.1766 7.2628
H -0.7358 1.8698 5.8348
*
```

A 4-piece molecular cluster, C26H61BNO13 overall, computed with ωB97M-V with the def2-TZVPD basis set.

Properties
Calculated total energy: -2084.5886 Ha
Orbital gap: 6.83 eV

```
! wB97M-V def2-TZVPD RIJCOSX def2/J DEFGRID3
* xyz 1 1
C -4.7551 -4.9102 0.7970
C -4.5801 -4.6173 -0.7003
C -5.9051 -4.0785 -1.2483
C -3.4439 -3.6265 -1.0465
C -2.9663 -3.8042 -2.4878
C -2.2524 -3.7691 -0.1084
O -1.2236 -2.7664 -0.3252
N -1.7070 -1.4897 0.0227
C -0.8347 -0.4696 -0.6878
C -1.7374 0.4763 -1.4787
O -2.3415 0.0833 -2.4338
B -1.7412 -1.2064 1.5720
O -1.0876 -2.0457 2.3750
O -2.3205 -0.0519 1.9394
H -4.1425 -5.7442 1.1425
H -4.5131 -4.0413 1.4165
H -5.7953 -5.1529 1.0119
H -4.3579 -5.5543 -1.2187
H -6.2825 -3.3065 -0.5716
H -5.8096 -3.6618 -2.2513
H -6.6453 -4.8774 -1.2707
H -3.8855 -2.6162 -0.9749
H -3.7585 -3.5686 -3.1967
H -2.6793 -4.8446 -2.6541
H -2.1052 -3.1759 -2.7172
H -1.7201 -4.6985 -0.3094
H -2.5141 -3.7708 0.9495
H -2.6508 -1.3998 -0.3765
H -0.2048 0.0582 0.0237
H -0.2132 -1.0598 -1.3582
H -1.8339 1.5105 -1.1027
H -1.5717 -2.4557 3.0994
H -3.1117 0.2848 1.5058
C 1.5779 -0.0159 1.8667
O 2.1207 1.1587 1.3336
C 2.1460 2.2233 2.2769
C 2.9938 3.3673 1.7677
O 4.3814 3.1634 1.9303
C 5.0232 2.3402 0.9663
C 5.3067 3.0410 -0.3407
O 4.1366 3.1062 -1.1412
C 4.2692 4.0463 -2.1841
H 0.5365 0.1521 2.1874
H 1.6052 -0.7729 1.0811
H 2.1370 -0.3960 2.7280
H 2.5518 1.8649 3.2304
H 1.1212 2.5829 2.4500
H 2.7542 4.2418 2.3760
H 2.7395 3.5879 0.7276
H 4.4555 1.4244 0.7844
H 5.9807 2.0706 1.4136
H 6.0892 2.4907 -0.8811
H 5.6804 4.0515 -0.1336
H 4.4227 5.0577 -1.7916
H 3.3499 4.0252 -2.7662
H 5.1101 3.7984 -2.8428
C -7.0745 0.3810 3.0230
O -8.2844 -0.2593 2.7205
C -8.2894 -0.8261 1.4263
C -9.4579 -1.7695 1.2496
O -9.2415 -3.0495 1.8193
C -9.4221 -3.1561 3.2257
C -10.8705 -3.2443 3.6483
O -11.4638 -1.9628 3.6292
C -12.8724 -2.0233 3.6900
H -6.8605 1.1950 2.3174
H -7.1616 0.7994 4.0231
H -6.2344 -0.3295 3.0066
H -7.3550 -1.3855 1.2609
H -8.3529 -0.0246 0.6759
H -9.5800 -1.9515 0.1800
H -10.3714 -1.3076 1.6298
H -8.9318 -2.3328 3.7506
H -8.9341 -4.0912 3.5069
H -10.9193 -3.6663 4.6623
H -11.4046 -3.9228 2.9704
H -13.2844 -2.5544 2.8247
H -13.2423 -1.0006 3.6918
H -13.2126 -2.5257 4.6025
C 13.1163 5.2626 -2.2691
O 12.2595 4.1682 -2.5003
C 12.0125 3.4261 -1.3236
C 10.8766 2.4526 -1.5403
O 9.5897 3.0500 -1.4689
C 9.1570 3.7512 -2.6233
C 8.6301 2.8545 -3.7208
O 9.6927 2.2808 -4.4521
C 9.2740 1.1986 -5.2489
H 14.0890 4.9358 -1.8828
H 13.2666 5.7666 -3.2213
H 12.6773 5.9677 -1.5537
H 11.7574 4.1013 -0.4957
H 12.9136 2.8633 -1.0403
H 10.9014 1.7264 -0.7257
H 11.0142 1.9223 -2.4854
H 9.9416 4.4042 -3.0117
H 8.3272 4.3744 -2.2805
H 7.9965 3.4515 -4.3941
H 8.0085 2.0656 -3.2740
H 8.8658 0.3867 -4.6350
H 10.1453 0.8340 -5.7884
H 8.5104 1.5047 -5.9744
*
```

One molecule with the formula C14H13BrN6, computed with ωB97M-V with the def2-TZVPD basis set.

Properties
Relative energy (zero: lowest compared OMol25 entry of this formula, charge and spin): 0.0 kcal/mol
SMILES: Brc1cnc(Nc2c[nH]c3nccc-3c2)nc1NC1CC1
Calculated total energy: -3443.8019 Ha
Orbital gap: 7.83 eV

```
! wB97M-V def2-TZVPD RIJCOSX def2/J DEFGRID3
* xyz 0 1
Br -0.1496 1.1951 5.3843
N 1.9680 -2.1404 -4.3486
N -1.1297 -1.6750 2.5552
N -0.3129 0.1540 1.3330
C 1.3620 -1.9045 -3.2031
C 1.0145 -2.6850 -5.2211
C -0.2003 -2.8137 -4.5937
C -0.8045 -2.2929 -2.1151
C -0.0217 -2.3473 -3.2325
C 1.0568 -1.2631 -0.8856
C -0.2352 -1.7400 -0.8503
C -0.8034 -1.0600 1.4226
C -0.8956 -1.0053 3.6586
C -0.2305 0.8293 2.4653
C -0.4607 0.2795 3.7095
N 1.8638 -1.3147 -2.0130
N -0.9935 -1.8280 0.3227
N 0.1990 2.1117 2.4407
C -1.0132 3.9124 1.2051
C 0.3555 4.4676 1.5710
C 0.1940 3.0023 1.2435
H 1.1889 -2.9261 -6.2555
H -1.0842 -3.2257 -5.0501
H -1.8255 -2.6145 -2.0883
H 1.5009 -0.9363 0.0752
H -1.0494 -1.4555 4.6323
H 2.8627 -0.9949 -1.9611
H -1.5574 -2.6260 0.4858
H 0.3548 2.5074 3.3728
H -1.7765 3.8475 1.9587
H -1.4312 4.1038 0.2157
H 0.4612 4.7082 2.6366
H 0.9193 5.1101 0.8307
H 0.6732 2.6201 0.2984
*
```

A 2-piece molecular cluster, C4H8N2O overall, computed with ωB97M-V with the def2-TZVPD basis set.

Properties
Relative energy (zero: lowest compared OMol25 entry of this formula, charge and spin): 114.2 kcal/mol
SMILES: [NH3+][O-].C/C=C/C#N
Calculated total energy: -341.8217 Ha
Orbital gap: 9.35 eV

```
! wB97M-V def2-TZVPD RIJCOSX def2/J DEFGRID3
* xyz 0 1
C 0.7285 1.1931 -0.0344
C 1.2544 0.0424 -0.3653
C -0.6674 1.5268 -0.3827
C 2.6409 -0.3867 0.0135
N -1.7602 1.8854 -0.5115
N -2.6906 -0.7500 0.3374
O -1.4931 -1.0271 -0.1620
H 1.3011 1.9257 0.4660
H 0.7434 -0.5598 -1.0651
H 3.3038 -0.9079 -0.7851
H 3.1422 0.3688 0.5237
H 2.4397 -1.2672 0.7017
H -3.0657 0.1464 -0.0306
H -2.5957 -0.6650 1.3625
H -3.2815 -1.5249 -0.0681
*
```

A 4-piece molecular cluster, C6H9Cl9O3 overall, computed with ωB97M-V with the def2-TZVPD basis set.

Properties
Relative energy (zero: lowest compared OMol25 entry of this formula, charge and spin): 19.5 kcal/mol
SMILES: COC(=O)OC.ClC(Cl)Cl.ClC(Cl)Cl.ClC(Cl)Cl
Calculated total energy: -4601.4364 Ha
Orbital gap: 11.23 eV

```
! wB97M-V def2-TZVPD RIJCOSX def2/J DEFGRID3
* xyz 0 1
C 9.8436 6.7950 4.6145
O 8.6174 6.1734 4.9838
C 8.5404 5.6093 6.1935
O 9.4463 5.5321 6.9707
O 7.2450 5.1281 6.4007
C 6.3207 4.9795 5.2960
H 9.8931 6.7741 3.5010
H 10.7497 6.3261 4.9709
H 9.8016 7.8176 4.9227
H 6.7569 4.1916 4.6902
H 6.2207 5.9130 4.8029
H 5.3878 4.7049 5.6664
C 5.9009 7.7211 10.1512
Cl 5.2530 6.7024 8.7895
Cl 6.9242 6.6771 11.1461
Cl 4.5688 8.4647 11.1085
H 6.5157 8.5426 9.7408
C 9.3049 10.1466 8.4377
Cl 8.8331 10.4665 10.0904
Cl 8.6710 8.5061 8.1179
Cl 11.0693 9.9739 8.2392
H 8.8891 10.8688 7.7448
C 5.0683 10.4970 6.4828
Cl 3.5592 11.2179 5.9918
Cl 5.9916 11.4354 7.6512
Cl 6.0952 9.9525 5.1161
H 4.8142 9.5839 6.9350
*
```

A 2-piece molecular cluster, CH4NS overall, computed with ωB97M-V with the def2-TZVPD basis set.

Properties
Relative energy (zero: lowest compared OMol25 entry of this formula, charge and spin): 16.8 kcal/mol
Calculated total energy: -493.4264 Ha
Orbital gap: 5.86 eV

```
! wB97M-V def2-TZVPD RIJCOSX def2/J DEFGRID3
* xyz -1 1
S 1.2926 0.8759 2.2918
H 2.2775 1.7904 2.1213
C -1.3430 -0.7666 -2.9637
N -1.6433 -1.3011 -1.8369
H -0.3317 -0.1782 -3.2716
H -1.9554 -0.9790 -3.7874
H -1.1110 -0.9406 -1.0906
*
```

The evaluated maximum force for the records listed, in turn: 0.6; 3.5; 2.9; 3.4; 0.4; 3.1; 5.9; 0.8; 3.1; 3.6; 2.6; 3.1 eV/Å.